# 1
{"formula": "C20H32N4OS", "method": "ωB97M-V with the def2-TZVPD basis set", "homo_energy_ev": -7.9353, "multiplicity": 1, "homo_lumo_gap_ha": 0.3166, "total_energy_ev": -40102.09439, "smiles": "Cc1nn(C(C)C)c(C)c1CN1CCN(Cc2ccsc2)[C@H](CCO)C1", "species": ["C", "C", "N", "N", "C", "C", "C", "N", "C", "H", "C", "N", "C", "C", "H", "H", "H", "H", "C", "C", "C", "S", "C", "C", "H", "H", "H", "H", "H", "C", "H", "H", "C", "O", "H", "H", "H", "H", "H", "H", "H", "C", "H", "H", "H", "C", "C", "H", "H", "H", "C", "H", "H", "H", "H", "H", "H", "H"], "positions_angstrom": [[-1.8717, 3.4961, -0.9143], [-2.3954, 2.2481, -0.2950], [-3.5802, 1.7606, -0.6214], [-3.7527, 0.6568, 0.1096], [-2.6876, 0.4103, 0.9061], [-1.7794, 1.4311, 0.6747], [-0.4174, 1.5799, 1.2719], [0.2575, 0.2932, 1.2971], [0.4407, -0.2747, -0.0243], [-0.5066, -0.2094, -0.5584], [0.8378, -1.7422, 0.1654], [2.1048, -1.8752, 0.8736], [2.0380, -1.1402, 2.1217], [1.5236, 0.3036, 1.9977], [1.3700, 0.7110, 3.0011], [2.2680, 0.9361, 1.4823], [3.0249, -1.1427, 2.5875], [1.3459, -1.6856, 2.7742], [3.3572, -1.7783, 0.1458], [3.8035, -0.4216, -0.3396], [4.5577, 0.4402, 0.3946], [4.8841, 1.9137, -0.4321], [4.0078, 1.3617, -1.8048], [3.4985, 0.1197, -1.6184], [2.9315, -0.4042, -2.3680], [3.9277, 1.9931, -2.6673], [4.9449, 0.3024, 1.3851], [3.2961, -2.4517, -0.7113], [4.1279, -2.1683, 0.8210], [0.7752, -2.5576, -1.1260], [1.3102, -2.0577, -1.9339], [1.2465, -3.5276, -0.9436], [-0.6684, -2.7872, -1.5875], [-1.4912, -3.3586, -0.5985], [-1.0721, -4.1667, -0.2810], [-1.1448, -1.8400, -1.8474], [-0.6592, -3.4222, -2.4864], [0.0920, -2.1667, 0.8530], [1.2061, 0.2699, -0.6038], [0.1529, 2.3366, 0.7024], [-0.4930, 1.9308, 2.3083], [-2.5915, -0.7685, 1.8041], [-2.5866, -1.6920, 1.2247], [-3.4294, -0.8003, 2.5011], [-1.6620, -0.7040, 2.3610], [-4.9117, -0.1833, -0.0923], [-6.1352, 0.6897, -0.3490], [-7.0114, 0.0679, -0.5109], [-6.3175, 1.3439, 0.5000], [-5.9615, 1.3068, -1.2254], [-4.6516, -1.1388, -1.2592], [-3.7883, -1.7682, -1.0542], [-5.5159, -1.7772, -1.4218], [-4.4619, -0.5648, -2.1630], [-5.0585, -0.7647, 0.8247], [-1.7221, 4.2654, -0.1573], [-2.5836, 3.8567, -1.6510], [-0.9155, 3.3089, -1.4029]], "forces_ev_per_a": [[-0.1, -0.1, 0.0], [0.0, -0.4, 0.2], [-0.3, 0.5, -0.5], [0.6, 0.1, 0.5], [0.2, 0.3, 0.0], [-0.2, 0.0, 0.0], [-0.1, -0.1, 0.1], [0.1, 0.1, 0.0], [-0.1, -0.4, 0.0], [0.0, 0.0, 0.0], [0.0, 0.0, -0.3], [-0.1, -0.1, 0.0], [0.0, 0.2, 0.1], [0.2, -0.1, 0.1], [0.0, 0.0, 0.0], [-0.1, 0.0, 0.1], [0.0, 0.0, 0.1], [0.1, 0.1, 0.1], [0.0, -0.1, 0.1], [0.2, 0.0, 0.1], [0.2, 0.3, -0.2], [-0.3, -0.5, -0.1], [0.2, 0.3, 0.2], [0.1, 0.1, 0.0], [-0.1, -0.1, -0.1], [0.0, 0.1, -0.2], [0.1, -0.1, 0.2], [0.1, 0.0, 0.1], [0.0, 0.0, -0.2], [-0.4, 0.1, 0.3], [0.1, 0.0, -0.1], [0.1, 0.0, -0.1], [0.4, 0.1, -0.4], [-0.2, -0.3, 0.4], [-0.1, 0.0, 0.0], [0.0, 0.0, -0.1], [0.0, 0.2, 0.1], [0.0, 0.1, -0.1], [-0.1, 0.0, 0.0], [0.0, 0.0, 0.1], [0.1, 0.0, -0.1], [-0.2, 0.0, 0.0], [0.0, -0.1, 0.0], [-0.1, -0.1, 0.1], [0.0, -0.1, 0.0], [-0.4, -0.2, -0.4], [0.1, -0.1, 0.1], [-0.1, -0.1, 0.0], [-0.1, 0.1, 0.1], [-0.1, 0.0, -0.1], [0.0, 0.1, 0.3], [0.1, -0.1, 0.0], [-0.1, -0.1, 0.0], [0.0, 0.1, -0.1], [0.1, 0.1, -0.1], [0.0, 0.1, 0.0], [0.0, 0.1, -0.1], [0.1, 0.1, 0.0]]}

=====

# 2
{"formula": "C5H6O", "method": "ωB97M-V with the def2-TZVPD basis set", "homo_energy_ev": -8.8926, "multiplicity": 1, "homo_lumo_gap_ha": 0.3220, "e_above_lowest_kcal_mol": 64.3, "total_energy_ev": -7326.49418, "smiles": "CC(C)=C=C=O", "species": ["C", "C", "C", "C", "O", "C", "H", "H", "H", "H", "H", "H"], "positions_angstrom": [[0.5593, -1.7488, -0.3333], [0.2002, -0.3008, -0.0159], [1.1427, 0.6277, 0.2447], [0.8576, 1.8914, 0.5234], [0.7861, 3.0270, 0.7791], [-1.2534, 0.4513, 0.1049], [0.1930, -2.0539, -1.3215], [1.6468, -1.9192, -0.3307], [0.1291, -2.4525, 0.3910], [-1.0878, 1.2391, -0.6181], [-1.1842, 0.7679, 1.1422], [-2.3282, 0.2165, -0.0132]], "forces_ev_per_a": [[-0.2, 0.2, 0.0], [-0.8, 0.4, 0.1], [0.0, -0.1, 0.0], [0.7, 0.7, 0.2], [0.2, -1.1, -0.2], [0.5, -0.7, 0.0], [-0.1, 0.2, 0.2], [-0.4, 0.4, 0.1], [-0.1, 0.3, -0.1], [-0.2, 0.5, 0.3], [-0.2, 0.5, -0.1], [0.8, -1.4, -0.3]]}

=====

# 3
{"formula": "C4H12N2", "method": "ωB97M-V with the def2-TZVPD basis set", "homo_energy_ev": -6.9738, "multiplicity": 1, "homo_lumo_gap_ha": 0.2863, "e_above_lowest_kcal_mol": 81.9, "total_energy_ev": -7319.47833, "species": ["C", "N", "H", "H", "H", "H", "H", "C", "N", "C", "C", "H", "H", "H", "H", "H", "H", "H"], "positions_angstrom": [[-2.3616, 0.3179, 0.0684], [-1.5437, -0.8488, 0.3119], [-1.9923, -1.5147, 0.9402], [-0.3233, -1.0015, -0.2469], [-2.9500, 0.6969, 0.9209], [-1.6949, 1.1301, -0.2571], [-3.1597, 0.2184, -0.6812], [1.7764, -0.4804, -1.3149], [0.9190, 1.4510, 0.7337], [0.7509, 0.1230, 0.9383], [1.0934, -0.8612, -0.0157], [0.5965, 2.0957, 1.4371], [1.0571, 1.7738, -0.2111], [0.5312, -0.1603, 1.9566], [1.4893, -1.7671, 0.4379], [1.0851, 0.0676, -1.9623], [2.0555, -1.3778, -1.8666], [2.6712, 0.1374, -1.1891]], "forces_ev_per_a": [[-0.2, 0.1, -0.4], [0.9, 0.2, -0.1], [0.2, -0.1, -0.6], [-2.7, -0.2, 1.6], [0.5, -0.2, 0.3], [-0.3, 0.1, 0.0], [0.2, -0.1, -0.4], [-0.4, 0.2, 0.0], [-0.6, -0.8, 0.1], [2.0, -0.4, -0.8], [1.0, 1.1, 0.5], [-0.1, 0.1, -0.3], [0.1, 0.2, 0.2], [-0.2, 0.0, -0.1], [-0.6, -0.2, 0.0], [0.1, 0.1, -0.1], [0.0, 0.0, 0.0], [0.1, 0.0, 0.0]]}

=====

# 4
{"formula": "C3H11NO", "method": "ωB97M-V with the def2-TZVPD basis set", "homo_energy_ev": -9.2964, "multiplicity": 1, "homo_lumo_gap_ha": 0.3783, "e_above_lowest_kcal_mol": 61.6, "total_energy_ev": -6824.57466, "smiles": "CCOC.N", "species": ["C", "N", "H", "H", "H", "H", "H", "H", "C", "O", "C", "H", "H", "H", "H", "H"], "positions_angstrom": [[0.0219, 0.0020, -1.2929], [-1.0171, -3.5745, -0.1068], [0.3224, -1.0053, -1.1198], [-1.0401, 0.2402, -0.7939], [-0.0443, 0.1238, -2.4167], [-2.0035, -3.8394, 0.0441], [-1.0158, -3.4467, -1.1097], [-0.3956, -4.4000, 0.0191], [1.1812, 1.4351, 0.7714], [0.9902, 0.9328, -0.7138], [0.1338, 2.5455, 1.0938], [2.2305, 1.8417, 0.8244], [1.0342, 0.5381, 1.4168], [0.5081, 3.2164, 2.0443], [-0.8822, 2.0162, 0.9543], [-0.0236, 3.3739, 0.3856]], "forces_ev_per_a": [[-1.7, 2.3, 1.8], [-0.2, -0.8, -0.2], [0.0, -0.9, 0.5], [2.0, -0.9, -1.3], [0.2, 0.5, 1.4], [0.8, -0.2, 0.4], [0.3, 0.3, -0.3], [-0.9, 0.7, 0.2], [-1.1, -0.4, -2.2], [0.9, 0.9, 0.6], [0.0, 0.3, 0.5], [-1.1, -0.8, -0.4], [0.2, 0.8, -0.3], [-1.6, -2.3, -1.6], [1.2, 1.0, 1.6], [1.0, -0.5, -0.5]]}

=====

# 5
{"formula": "C14H13F3NO2", "method": "ωB97M-V with the def2-TZVPD basis set", "homo_energy_ev": -2.6756, "multiplicity": 1, "homo_lumo_gap_ha": 0.2038, "charge": -1, "total_energy_ev": -28467.04958, "species": ["F", "C", "F", "F", "C", "C", "C", "C", "C", "C", "N", "C", "C", "H", "H", "H", "H", "H", "C", "C", "C", "O", "C", "C", "O", "H", "H", "H", "H", "H", "H", "H", "H"], "positions_angstrom": [[4.9019, 2.2497, -2.8439], [4.6016, 1.0831, -2.1967], [5.2892, 0.0892, -2.8361], [5.1167, 1.1810, -0.9292], [3.1264, 0.8108, -2.1373], [2.6855, -0.5099, -2.0709], [1.3379, -0.7604, -1.8598], [0.4039, 0.3077, -1.7438], [-0.9396, 0.0641, -1.3882], [-1.9168, 1.0295, -1.5900], [-2.7960, 1.7943, -1.7594], [0.8837, 1.6396, -1.9414], [2.2403, 1.8860, -2.1082], [3.4015, -1.3204, -2.1602], [0.9672, -1.7876, -1.8250], [-1.2291, -0.9295, -1.0397], [0.1713, 2.4669, -1.9428], [2.6118, 2.9020, -2.1955], [-3.4675, -0.6332, 2.8457], [-3.0673, -0.3567, 1.3911], [-1.5551, -0.1001, 1.3505], [-1.0579, 0.9810, 1.0628], [-0.7502, -1.2634, 1.9204], [-1.2226, -1.5161, 3.3623], [-2.6506, -1.6229, 3.4966], [-3.4181, 0.3107, 3.4277], [-4.4934, -1.0182, 2.9418], [-3.3294, -1.2152, 0.7493], [-3.5698, 0.5357, 1.0104], [-0.8876, -2.1684, 1.3038], [0.3052, -0.9794, 1.9086], [-0.8315, -2.4563, 3.7807], [-0.8616, -0.6938, 4.0164]], "forces_ev_per_a": [[0.2, -0.6, 0.5], [-1.1, -0.2, -0.1], [0.1, 0.6, 0.5], [0.5, 0.1, -0.6], [1.4, 0.2, -0.5], [-0.8, 0.1, 0.4], [0.5, 0.0, -0.2], [-0.5, 0.1, 0.4], [0.5, -0.5, -1.2], [-1.6, 0.7, -0.2], [1.1, -0.8, 0.3], [0.6, 0.1, -0.2], [-1.0, -0.4, 0.2], [-0.1, 0.0, 0.0], [0.1, 0.3, 0.1], [0.0, 0.2, -0.3], [0.2, -0.3, 0.1], [-0.1, -0.1, 0.0], [0.5, 0.1, 0.6], [0.3, 0.1, -0.3], [0.3, 1.4, 0.4], [-0.9, -1.6, 1.3], [0.0, 0.0, -0.2], [-0.5, 0.5, 0.4], [0.1, -0.2, -0.5], [0.1, -0.3, -0.3], [0.3, 0.1, -0.2], [0.2, 0.2, 0.2], [0.0, -0.1, 0.0], [-0.1, 0.3, 0.2], [-0.1, -0.1, 0.0], [-0.1, 0.3, -0.3], [-0.1, -0.2, -0.3]]}

=====

# 6
{"formula": "C32H43BCl5N6O2V", "method": "ωB97M-V with the def2-TZVPD basis set", "homo_energy_ev": [-8.7444, -8.7802], "multiplicity": 3, "homo_lumo_gap_ha": [0.3003, 0.3285], "e_above_lowest_kcal_mol": 20.4, "total_energy_ev": -135898.00356, "species": ["V", "C", "C", "C", "C", "N", "N", "B", "N", "N", "C", "C", "C", "C", "C", "C", "C", "C", "N", "N", "C", "C", "C", "C", "C", "C", "C", "C", "C", "C", "C", "C", "H", "H", "H", "H", "H", "H", "H", "H", "H", "H", "H", "H", "H", "H", "H", "H", "H", "H", "H", "H", "H", "H", "H", "H", "H", "H", "H", "H", "H", "H", "H", "H", "H", "H", "H", "H", "H", "H", "H", "H", "Cl", "C", "C", "C", "Cl", "C", "Cl", "C", "Cl", "C", "Cl", "C", "C", "O", "O", "H", "H", "H"], "positions_angstrom": [[-0.6633, 0.2708, 0.2443], [1.9804, -4.3987, 0.3596], [1.0348, -3.4304, 0.9702], [0.2514, -3.5801, 2.0710], [-0.3209, -2.3147, 2.2737], [0.1023, -1.4714, 1.3461], [0.9795, -2.1226, 0.5729], [1.7753, -1.4481, -0.6142], [0.8236, -1.2929, -1.8150], [-0.3333, -0.6014, -1.6774], [-0.8944, -0.5768, -2.9130], [-0.0452, -1.2994, -3.7843], [1.0714, -1.6644, -3.0595], [2.2713, -2.4680, -3.5520], [-2.1663, 0.0932, -3.4356], [-1.7490, 1.3770, -4.1940], [-3.1461, 0.5773, -2.3420], [-2.9200, -0.8699, -4.3416], [2.2517, -0.0472, -0.1376], [1.4070, 0.7845, 0.5616], [2.2042, 1.7554, 1.0618], [3.4530, 1.6859, 0.5294], [3.4747, 0.5147, -0.2157], [4.5653, -0.1141, -0.9906], [1.8758, 2.7353, 2.1553], [0.3848, 2.6755, 2.4984], [2.7438, 2.3647, 3.3569], [2.2329, 4.1493, 1.7856], [-1.1589, -1.9641, 3.4561], [-0.4624, -2.4269, 4.7522], [-2.5405, -2.6436, 3.3786], [-1.3664, -0.4456, 3.5198], [2.2047, -5.2677, 1.0090], [2.9532, -3.9873, 0.1228], [1.6095, -4.7824, -0.6003], [0.0705, -4.4298, 2.6445], [2.7003, -2.1623, -0.9846], [-0.2020, -1.4595, -4.8705], [2.0254, -2.6147, -4.6021], [2.5023, -3.3831, -3.0056], [3.1955, -1.8299, -3.4627], [-1.1496, 2.0608, -3.5862], [-2.6281, 1.8686, -4.6323], [-1.1322, 1.1658, -5.0159], [-2.6169, 1.1677, -1.6072], [-3.5796, -0.3013, -1.7947], [-3.9662, 1.1585, -2.7311], [-2.2192, -1.3007, -5.0815], [-3.7260, -0.3602, -4.8339], [-3.4182, -1.7275, -3.7467], [4.2743, 2.3706, 0.8355], [5.4904, 0.4414, -0.8241], [4.2678, -0.1104, -2.0321], [4.7670, -1.2185, -0.7459], [0.0283, 1.6086, 2.3990], [-0.0858, 3.3059, 1.8253], [0.1332, 2.9425, 3.5514], [2.5993, 1.3338, 3.6714], [2.5727, 3.0458, 4.1811], [3.8056, 2.5503, 3.0919], [1.7031, 4.4915, 0.8542], [3.2590, 4.2540, 1.5364], [1.9715, 4.8443, 2.6209], [-0.1174, -3.4306, 4.6781], [-1.2052, -2.4215, 5.5726], [0.3975, -1.8056, 5.1185], [-3.1791, -2.2691, 2.5246], [-3.1139, -2.3120, 4.2188], [-2.4559, -3.7255, 3.3941], [-0.4107, 0.0641, 3.7332], [-2.0958, -0.2117, 4.2746], [-1.8106, -0.0977, 2.5555], [-2.7648, 2.4068, 1.3406], [-1.7677, 3.0659, 0.0872], [-0.7842, 2.3017, -0.5052], [-0.0178, 3.0198, -1.4236], [1.1064, 2.0838, -2.3521], [-0.2072, 4.3493, -1.8105], [0.7091, 5.1212, -3.0220], [-1.2378, 5.0034, -1.2127], [-1.6283, 6.5930, -1.7035], [-1.9819, 4.3989, -0.2327], [-3.2050, 5.3387, 0.4988], [-2.3425, -2.6410, -0.5307], [-3.0818, -1.5211, 0.1263], [-4.2680, -1.5943, 0.2200], [-2.4324, -0.4217, 0.5279], [-1.2359, -2.6698, -0.4697], [-2.6574, -2.5811, -1.6055], [-2.7378, -3.5218, -0.0096]], "forces_ev_per_a": [[-0.5, 0.0, 0.0], [0.3, -1.1, -0.4], [1.4, 0.6, -0.5], [-0.5, 1.5, -0.6], [0.1, -0.5, 0.5], [-0.3, 0.9, 0.0], [0.8, -1.3, -0.8], [-0.2, -0.2, 0.2], [1.0, 0.3, 1.6], [-0.5, 0.1, -0.9], [0.3, -0.6, -0.3], [-0.4, 0.6, -1.2], [-0.4, -1.1, -0.5], [0.2, 1.8, 0.4], [-0.4, 1.1, 1.0], [-0.6, 0.0, 0.3], [0.4, -1.8, 0.8], [0.2, -1.7, 0.6], [0.1, 0.5, -0.2], [0.9, -0.4, 0.6], [-1.6, 0.4, -0.1], [2.0, -0.1, 0.0], [-0.3, -0.5, 0.4], [0.6, -1.5, 0.3], [-0.8, -0.3, 0.6], [0.7, -2.2, 1.7], [0.9, 0.2, -0.2], [-1.4, 1.3, -0.8], [-0.4, 0.8, 0.3], [-0.2, 0.9, 0.9], [-0.4, 0.8, -1.1], [0.2, 0.0, -1.0], [-0.5, 0.5, -0.2], [0.1, 0.4, 0.1], [-0.1, 0.0, 0.2], [-0.1, -1.2, 0.7], [-0.5, 0.6, 0.4], [0.2, 0.1, 1.1], [0.5, -0.4, 0.0], [-0.4, 0.0, -0.1], [-0.8, -0.6, -0.3], [-0.6, -0.1, 0.1], [0.1, 0.0, 0.5], [1.0, -0.6, -1.3], [-0.1, 0.3, 0.1], [0.2, 0.9, -0.6], [-0.2, 0.2, -0.4], [-0.7, 0.1, 0.2], [-0.3, 0.3, -0.4], [1.0, 1.2, -0.8], [-0.6, -0.9, -0.7], [-0.1, -0.1, -0.3], [0.3, 0.1, -0.4], [-0.4, 1.6, -0.1], [0.1, 1.1, 0.0], [-1.4, 1.0, -1.0], [0.4, 0.1, -0.7], [0.1, -0.1, 0.1], [-0.4, 0.1, 0.3], [-0.4, -0.5, 0.1], [0.1, -0.3, 0.9], [1.1, 0.1, 0.1], [0.2, -0.5, -0.6], [0.3, -0.9, -0.1], [0.3, 0.1, -0.3], [-0.7, -0.3, -0.7], [1.0, -0.7, 0.5], [-0.3, -0.1, 0.9], [-0.1, -0.1, -0.2], [-0.5, -0.1, -0.1], [-0.2, 0.2, 0.5], [0.4, -0.1, 0.9], [0.0, -0.2, 0.1], [-0.3, 0.6, 0.4], [0.0, 0.2, 0.2], [0.2, -0.9, -0.7], [0.8, 0.1, -0.1], [0.5, -1.2, 0.0], [0.4, -0.1, -0.2], [-0.4, 1.2, 0.0], [0.0, 0.5, -0.2], [-0.6, -0.1, 0.2], [-0.5, 0.0, 0.5], [0.5, -0.6, -0.4], [1.2, 1.2, 0.0], [-1.5, -0.1, 0.4], [1.0, -0.3, -0.5], [-0.8, 0.3, 0.0], [0.3, -0.5, 0.9], [0.1, -0.1, -0.7]]}